No. 1
90
Properties=species:S:1:pos:R:3:forces:R:3:mulliken_charge:R:1 method="wB97M-V/def2-TZVPD" charge=+1 s2=0.78 multiplicity=2 de_lowest_kj_mol=117.5
C -2.0933 1.4671 -2.0787 -0.483 0.437 0.194 0.76
C -1.6958 -0.8428 -1.8733 -0.961 1.151 -0.921 0.75
C -3.1745 1.2722 -2.9389 0.188 -0.279 0.067 -0.63
C -2.8488 -1.0767 -2.6782 0.553 -0.299 0.083 -1.08
C -3.5837 -0.0323 -3.2021 -0.106 0.346 0.084 -1.01
H -3.6669 2.1452 -3.3567 0.018 -0.238 -0.049 0.55
H -3.0953 -2.1102 -2.9337 0.033 0.388 0.040 0.52
H -4.4458 -0.2227 -3.8404 0.199 0.002 0.173 0.41
N -1.4600 0.4578 -1.4722 0.209 -1.345 -0.652 0.67
P -0.6457 2.9921 -0.2518 -0.026 0.590 -0.440 1.55
P 0.3004 -2.6752 -0.5752 0.401 -1.528 0.779 1.14
C -1.6775 2.9142 -1.7814 -0.213 -0.233 -0.033 -1.76
H -1.1352 3.3596 -2.6354 -0.259 -0.457 0.325 0.48
H -2.5971 3.5078 -1.6744 0.348 -0.193 -0.048 0.29
C -0.7885 -1.9657 -1.7648 -1.888 -0.994 1.700 -1.49
H -1.2861 -2.8179 -2.2364 0.427 0.372 -0.538 0.57
C 0.9343 -4.1758 -1.6896 -0.486 0.185 0.473 2.27
C -0.4658 -3.3293 1.1291 -0.329 0.167 -0.548 1.99
C 0.8289 4.0917 -0.6859 -0.521 0.139 0.226 1.92
C -1.8951 3.7262 0.9695 0.483 0.270 -0.276 1.73
C 2.4612 -4.0467 -1.6127 0.145 -0.126 0.042 -2.00
H 2.8438 -4.1335 -0.5830 -0.167 0.038 -0.278 0.36
H 2.9385 -4.8368 -2.2184 -0.124 0.253 0.163 0.49
H 2.7698 -3.0670 -2.0071 -0.122 -0.540 0.246 0.24
C 0.4647 -5.5559 -1.2392 0.143 -0.451 -0.145 -1.99
H 0.7725 -5.8180 -0.2215 -0.131 0.024 -0.281 0.33
H -0.6242 -5.6587 -1.3338 0.349 0.027 0.028 0.39
H 0.9036 -6.3092 -1.9156 -0.043 0.181 0.201 0.47
C 0.5027 -4.0141 -3.1550 -0.085 0.128 -0.052 -2.07
H 1.2221 -4.5239 -3.8173 -0.232 0.076 0.291 0.59
H -0.4907 -4.4421 -3.3651 0.278 0.121 0.191 0.35
H 0.4702 -2.9536 -3.4251 -0.047 -0.597 -0.127 0.26
C 0.6603 -4.0218 1.9174 0.045 0.068 -0.128 -1.45
H 1.4945 -3.3352 2.1267 -0.233 -0.172 -0.104 0.13
H 0.2616 -4.3538 2.8876 0.029 0.085 -0.237 0.48
H 1.0675 -4.9044 1.4109 -0.098 0.285 0.156 0.23
C -0.9830 -2.1319 1.9350 0.172 0.204 -0.001 -1.52
H -0.2209 -1.3520 2.0836 -0.300 -0.413 -0.058 0.10
H -1.8596 -1.6724 1.4567 0.229 -0.051 0.073 0.32
H -1.2927 -2.4902 2.9308 0.055 0.080 -0.299 0.61
C -1.6567 -4.2544 0.8786 -0.175 -0.304 0.099 -1.77
H -1.3938 -5.1670 0.3363 -0.098 0.303 0.227 0.31
H -2.0669 -4.5661 1.8528 0.017 0.091 -0.216 0.52
H -2.4522 -3.7310 0.3268 0.229 -0.149 0.163 0.28
C -1.1629 4.0267 2.2857 -0.129 -0.021 0.122 -1.52
H -1.9021 4.4192 2.9973 0.207 -0.075 -0.031 0.52
H -0.7148 3.1231 2.7174 -0.075 0.210 -0.097 0.24
H -0.3806 4.7884 2.1669 -0.208 -0.181 0.006 0.27
C -2.9705 2.6501 1.2071 0.124 0.002 0.035 -1.54
H -3.5324 2.4077 0.2950 0.137 0.032 0.155 0.24
H -2.5354 1.7286 1.6141 -0.071 0.130 -0.109 0.21
H -3.6881 3.0387 1.9428 0.127 -0.091 -0.143 0.60
C -2.5798 5.0130 0.4656 -0.057 0.052 0.227 -1.58
H -3.3023 5.3162 1.2411 0.156 -0.023 -0.263 0.52
H -1.8762 5.8433 0.3269 -0.271 -0.296 0.059 0.33
H -3.1458 4.8688 -0.4649 0.148 0.069 0.296 0.29
C 1.3387 3.6907 -2.0827 -0.042 0.090 0.087 -1.70
H 0.6707 4.0189 -2.8927 0.264 -0.093 0.244 0.36
H 2.3153 4.1719 -2.2479 -0.239 -0.134 0.046 0.60
H 1.4805 2.6023 -2.1492 -0.108 0.323 0.069 -0.16
C 1.9495 3.7848 0.3270 -0.021 0.124 -0.033 -1.61
H 2.3088 2.7516 0.2219 -0.138 0.193 0.018 0.06
H 2.7932 4.4562 0.1140 -0.130 -0.125 0.130 0.57
H 1.6345 3.9392 1.3677 0.083 -0.036 -0.243 0.33
C 0.4758 5.5817 -0.6569 0.497 0.203 -0.190 -1.95
H -0.3603 5.8279 -1.3266 0.197 -0.082 0.205 0.34
H 0.2571 5.9378 0.3587 0.005 -0.114 -0.311 0.35
H 1.3586 6.1361 -1.0121 -0.243 0.020 0.091 0.51
Cu 0.0242 0.8524 -0.1541 -0.292 0.070 0.151 -1.33
C 0.7381 0.6736 1.5931 -0.737 1.188 3.049 0.87
O 0.7757 1.1369 2.6709 0.149 -0.998 -2.134 -0.47
N 1.2425 -0.1737 -1.2999 0.604 -2.375 -5.118 0.27
C 1.2595 -0.8684 -2.3007 2.057 4.951 2.989 -0.20
C 2.2007 -0.7531 -3.5674 -0.379 -0.823 -0.106 2.11
C 1.9957 -1.7484 -4.6872 0.176 -0.433 -0.571 -2.18
C 1.9350 0.6212 -4.1578 -0.358 0.684 0.288 -1.67
C 3.6273 -0.8772 -3.0415 0.268 0.189 0.562 -1.68
H 2.2514 -2.7707 -4.4143 -0.037 0.160 0.010 0.28
H 0.9791 -1.7191 -5.0879 0.067 -0.055 0.059 0.40
H 2.6732 -1.4826 -5.5109 -0.155 0.084 0.217 0.56
H 2.1614 1.3990 -3.4241 0.131 -0.121 -0.291 0.30
H 2.5238 0.7797 -5.0743 -0.127 -0.139 0.375 0.48
H 0.8721 0.7177 -4.4061 0.130 0.025 -0.101 0.40
H 4.3478 -0.6518 -3.8404 -0.248 -0.020 0.206 0.46
H 3.7716 -0.2004 -2.1895 0.120 0.045 -0.355 0.23
H 3.8296 -1.8805 -2.6602 0.120 0.201 -0.304 0.50
N 2.4032 -0.4759 1.4325 0.905 -0.560 0.106 -0.45
H 2.5005 -0.7809 0.4606 0.013 0.042 0.451 0.05
H 2.3069 -1.2915 2.0463 0.172 0.415 -0.325 0.20
H 3.2078 0.0831 1.7280 -0.215 -0.346 -0.121 0.31



No. 2
90
Properties=species:S:1:pos:R:3:forces:R:3:mulliken_charge:R:1 method="wB97M-V/def2-TZVPD" charge=+3
C -3.1590 0.2795 -0.5145 -0.138 -0.378 -0.013 0.04
C -2.3040 -1.8416 -1.0514 -0.561 -0.190 0.546 -0.36
C -4.4487 -0.1191 -0.8742 0.338 0.643 0.003 -0.82
C -3.5694 -2.2848 -1.4508 0.273 0.182 0.045 -0.52
C -4.6570 -1.4067 -1.3506 0.317 -0.447 0.067 -1.17
H -5.2610 0.6028 -0.8172 0.115 -0.179 -0.063 0.61
H -3.6950 -3.2983 -1.8243 0.015 0.221 -0.047 0.60
H -5.6526 -1.7317 -1.6637 0.332 0.124 0.155 0.52
N -2.1568 -0.6184 -0.5155 0.387 0.727 -0.523 1.36
P -1.0811 2.2529 -0.6233 -0.379 0.170 -0.222 -0.31
P 0.1552 -2.5061 0.3485 -0.723 -0.558 -0.526 -0.38
C -2.7995 1.7078 -0.1315 0.090 0.329 0.293 -1.65
H -3.4845 2.4343 -0.5926 0.033 -0.318 0.045 0.85
H -2.9110 1.8483 0.9557 0.095 -0.009 -0.233 0.65
C -1.0205 -2.6135 -1.2109 0.904 -0.191 0.442 -1.74
H -1.2118 -3.6785 -1.3624 0.012 0.243 -0.299 1.84
C 1.8082 -3.3818 -0.0925 0.263 0.099 -0.007 1.92
C -0.7328 -3.3007 1.8337 0.171 0.438 -0.280 2.19
C -1.0838 2.5336 -2.5130 0.195 -0.116 -0.258 2.24
C -0.5697 3.7636 0.3938 0.227 -0.122 0.172 1.81
C 2.8677 -2.3637 -0.5780 -0.119 0.193 -0.045 -1.45
H 3.3298 -1.8242 0.2614 -0.023 -0.319 -0.134 0.29
H 3.6661 -2.9070 -1.1130 -0.287 0.188 0.312 0.46
H 2.4511 -1.6250 -1.2727 0.159 -0.244 -0.020 0.20
C 2.3730 -4.1004 1.1440 -0.044 -0.073 0.253 -1.68
H 2.6080 -3.4045 1.9606 -0.073 -0.225 -0.200 0.33
H 1.7047 -4.8884 1.5139 0.232 0.225 -0.111 0.30
H 3.3163 -4.5890 0.8542 -0.288 0.202 -0.007 0.55
C 1.5635 -4.4082 -1.2083 -0.116 -0.169 -0.327 -1.38
H 2.3939 -5.1322 -1.2078 -0.228 0.276 0.026 0.63
H 0.6388 -4.9850 -1.0839 0.279 0.064 -0.011 0.13
H 1.5537 -3.9327 -2.1978 -0.072 -0.126 0.284 0.17
C 0.1553 -3.0791 3.0880 -0.027 -0.147 0.199 -1.48
H 0.8296 -2.2176 2.9942 -0.060 -0.120 0.051 0.25
H -0.4766 -2.8928 3.9655 0.088 -0.062 -0.217 0.37
H 0.7617 -3.9642 3.3150 -0.123 0.376 -0.102 0.44
C -2.0912 -2.5871 2.0370 0.021 0.040 -0.077 -1.50
H -1.9850 -1.4951 1.9621 -0.269 -0.393 0.049 -0.11
H -2.8394 -2.9153 1.3035 0.191 0.144 0.206 0.38
H -2.4711 -2.8130 3.0466 0.130 -0.038 -0.393 0.73
C -0.9587 -4.7903 1.4970 -0.275 -0.476 0.151 -1.42
H -0.7376 -5.0636 0.4555 -0.101 0.088 0.319 0.25
H -0.3626 -5.4470 2.1397 -0.057 0.165 -0.173 0.44
H -2.0106 -5.0551 1.6784 0.284 0.079 -0.077 0.40
C 0.8511 4.1939 -0.0217 0.005 0.104 -0.187 -1.28
H 1.0894 5.1381 0.4906 -0.075 -0.280 -0.097 0.50
H 1.6221 3.4621 0.2664 -0.250 0.180 -0.076 0.07
H 0.9372 4.3825 -1.1010 -0.032 -0.031 0.311 0.34
C -0.5906 3.4474 1.9021 -0.095 -0.079 -0.024 -1.58
H -1.5466 3.0144 2.2202 0.159 0.147 0.048 0.34
H 0.2247 2.7868 2.2216 -0.091 0.069 -0.122 0.15
H -0.4705 4.4013 2.4428 0.015 -0.415 -0.174 0.63
C -1.5836 4.8927 0.1309 -0.224 0.350 -0.143 -1.31
H -2.6088 4.5259 -0.0064 0.175 0.164 0.078 0.27
H -1.6013 5.5679 0.9971 0.048 -0.225 -0.178 0.49
H -1.3098 5.5028 -0.7356 -0.134 -0.234 0.225 0.36
C -2.0413 1.5181 -3.1668 -0.105 -0.240 0.241 -1.90
H -3.0885 1.7038 -2.8875 0.254 -0.008 -0.116 0.30
H -1.9748 1.6114 -4.2649 0.079 0.018 0.469 0.65
H -1.7799 0.4846 -2.8939 -0.090 0.319 -0.248 0.20
C 0.3560 2.3427 -3.0687 0.186 -0.049 -0.138 -1.29
H 0.4579 1.3892 -3.6065 -0.059 0.253 0.291 0.10
H 0.5921 3.1537 -3.7749 -0.119 -0.266 0.238 0.49
H 1.1401 2.3678 -2.2989 -0.132 0.029 -0.111 0.25
C -1.5876 3.9449 -2.8510 -0.106 0.334 0.155 -1.74
H -2.5514 4.1743 -2.3843 0.124 -0.018 -0.080 0.39
H -0.8683 4.7263 -2.5841 -0.152 -0.206 -0.060 0.39
H -1.7418 4.0157 -3.9371 0.113 -0.199 0.236 0.53
Sn 0.0705 -0.0032 -0.2081 0.235 -0.804 -1.339 0.90
C -0.6517 0.1697 2.3943 0.226 1.393 4.264 0.22
O -0.6230 0.4016 3.5210 -0.161 -0.944 -3.756 -0.18
N 0.4233 -0.8436 -2.1415 0.366 1.652 0.749 -0.51
C -0.1872 -1.9087 -2.3739 -0.609 -1.163 -0.497 -0.36
C -0.1850 -2.4720 -3.8559 0.158 -0.074 0.498 2.10
C -0.8167 -3.8450 -3.9371 -0.125 -0.473 0.162 -1.70
C -1.0425 -1.5301 -4.7006 -0.166 0.492 0.029 -1.73
C 1.2693 -2.4890 -4.3868 0.173 0.120 -0.012 -1.58
H -0.2885 -4.5735 -3.3181 -0.053 -0.088 -0.104 0.33
H -1.8617 -3.8080 -3.6181 -0.038 -0.104 -0.043 0.28
H -0.8065 -4.2153 -4.9695 0.038 0.140 0.242 0.51
H -0.6126 -0.5216 -4.6896 -0.114 -0.175 -0.097 0.32
H -1.1074 -1.8709 -5.7458 0.128 0.012 0.407 0.50
H -2.0653 -1.4813 -4.3017 0.086 0.037 -0.142 0.29
H 1.5305 -3.4518 -4.8511 -0.203 0.325 0.107 0.35
H 1.4038 -1.6947 -5.1324 0.083 -0.266 0.179 0.39
H 1.9862 -2.3011 -3.5809 -0.022 -0.015 -0.229 0.32
N 2.3110 0.7074 0.5724 -0.942 -0.397 -0.033 -0.46
H 2.2673 1.5133 1.1872 0.101 0.170 -0.009 0.23
H 2.8939 0.9390 -0.2325 0.093 -0.113 0.166 0.29
H 2.7366 -0.0533 1.1090 0.062 0.238 -0.331 0.18



Number 1: calculated total energy -3699.7702 Eh. Number 2: calculated total energy -2272.9870 Eh.